This record from OMol25 describes a cluster of 10 separate species, C16H52N10O10 in total at a distorted geometry. The level of theory is wB97M-V/def2-TZVPD.

XYZ file:
```
88
C16H52N10O10, DFT wB97M-V/def2-TZVPD
N 0.29 3.12 1.47
C 1.52 2.74 1.36
N 1.69 2.05 0.28
O 2.49 2.86 2.30
H 0.10 3.64 2.37
H -0.41 3.31 0.71
H 2.70 1.71 0.18
H 1.12 2.26 -0.53
N -1.59 3.76 -0.45
C -0.94 3.69 -1.53
N -1.27 4.55 -2.43
O 0.06 2.70 -1.73
H -1.95 2.91 0.11
H -2.07 4.61 -0.04
H -0.93 4.58 -3.39
H -1.94 5.30 -2.15
N -0.66 0.70 2.12
C -1.11 0.82 3.33
N -2.03 -0.04 3.53
O -0.77 1.82 4.20
H -0.06 1.44 1.67
H -0.76 -0.14 1.54
H -2.57 0.18 4.35
H -2.45 -0.73 2.93
N -2.73 1.69 0.81
C -3.28 1.21 -0.23
N -2.64 0.21 -0.78
O -4.41 1.75 -0.77
H -3.19 2.45 1.27
H -1.98 1.17 1.41
H -3.09 -0.36 -1.51
H -1.62 0.07 -0.65
N 4.05 0.96 0.73
C 4.79 1.24 -0.29
N 5.65 2.16 -0.07
O 4.70 0.54 -1.51
H 3.49 0.06 0.78
H 3.99 1.48 1.54
H 6.33 2.44 -0.76
H 5.87 2.44 0.91
C 3.72 -2.86 1.53
C 3.47 -1.89 2.60
C 2.16 -1.11 2.35
O 3.27 -2.31 3.75
H 4.14 -2.44 0.61
H 2.81 -3.47 1.36
H 4.45 -3.61 1.95
H 4.32 -1.20 2.67
H 2.02 -0.41 3.08
H 1.29 -1.80 2.46
H 2.11 -0.55 1.46
H 2.65 -3.03 3.61
C -0.54 -3.41 1.23
C -1.93 -2.83 1.11
C -2.93 -3.55 2.02
O -2.02 -1.61 1.30
H 0.14 -2.64 0.82
H -0.43 -4.30 0.62
H -0.32 -3.49 2.28
H -2.28 -2.97 0.10
H -3.94 -3.33 1.76
H -2.81 -3.20 3.05
H -2.85 -4.61 1.88
H -2.56 -1.25 0.60
C 1.92 -1.19 -1.23
C 0.56 -0.67 -1.45
C -0.28 -1.59 -2.30
O 0.04 -0.33 -0.41
H 2.54 -0.36 -0.88
H 2.24 -1.50 -2.18
H 1.93 -2.02 -0.52
H 0.66 0.26 -1.99
H 0.17 -1.85 -3.27
H -1.22 -1.06 -2.49
H -0.54 -2.47 -1.75
H 0.59 0.36 -0.03
C -3.36 -1.90 -3.92
O -3.60 -1.60 -2.57
H -4.11 -1.39 -4.46
H -3.33 -2.96 -4.08
H -2.38 -1.54 -4.19
H -4.45 -1.15 -2.49
C -0.75 1.27 -4.50
O -1.91 0.99 -3.67
H -0.66 2.36 -4.66
H -0.92 0.85 -5.50
H 0.17 0.92 -3.98
H -1.66 1.11 -2.76
```

Output
E in eV: -52805.25811
HOMO in eV: -9.16
Orbital gap in eV: 9.3
Energy relative to the best compared isomer or geometry (same formula, charge and spin) in kJ/mol: 1087.40